1.
Below is an isolated molecule of C2H4F2N4 at a distorted geometry, with properties calculated with ωB97M-V/def2-TZVPD.

Geometry as ORCA input:
```
! RIJCOSX wB97M-V def2-TZVPD def2/J DEFGRID3
* xyz 0 1
F 0.954 1.710 0.875
F -2.122 -1.214 -0.368
N 0.442 -0.083 -1.061
N 0.827 -0.970 0.027
N -0.764 0.333 -1.411
N 1.147 -0.532 1.273
C -1.892 -0.143 -1.199
C 1.230 0.650 1.699
H 0.261 -1.693 -0.051
H -2.768 0.408 -1.437
H 1.652 0.795 2.717
H 1.033 0.740 -1.066
*
```

frontier orbital gap	9.73	eV
E	-497.2182	Eh
SMILES string	F/C=N\NN/N=C\F
relative energy (zero: lowest compared OMol25 entry of this formula, charge and spin)	1.046	eV

2.
Below is a cluster of 2 separate species, CH3FNO in total at a distorted geometry, with properties calculated with ωB97M-V/def2-TZVPD.

Geometry as ORCA input:
```
! RIJCOSX wB97M-V def2-TZVPD def2/J DEFGRID3
* xyz -1 1
F 0.659 2.094 -0.710
O -0.596 -1.208 1.325
N -0.318 1.069 -0.999
C 0.007 -0.102 -0.520
H 1.012 -0.318 -0.182
H -0.174 -0.615 1.961
H -0.590 -0.919 -0.874
*
```

frontier orbital gap (alpha / beta)	7.96 / 7.96	eV
E	-269.6692	Eh
relative energy (zero: lowest compared OMol25 entry of this formula, charge and spin)	2.645	eV

3.
Below is a structure of composition C37H27BFeN7O2 at a distorted geometry, with properties calculated with ωB97M-V/def2-TZVPD.

Geometry as ORCA input:
```
! RIJCOSX wB97M-V def2-TZVPD def2/J DEFGRID3
* xyz -1 5
Fe 0.385 -0.396 0.554
O -1.965 -2.525 1.368
O 0.211 -2.207 2.079
N -0.280 -2.074 -0.379
N 1.917 -0.490 -0.585
N 1.679 0.037 1.788
N -0.898 2.733 -2.044
N -0.766 0.321 1.943
N -0.323 1.225 -0.520
N -4.296 5.631 -7.111
C 3.089 -0.625 0.122
C -0.331 -2.149 4.497
C -1.150 1.506 -1.508
C -2.988 4.537 -5.216
C -2.146 1.473 4.055
C -2.960 -2.708 3.607
C -0.798 1.269 4.154
C 0.632 -3.084 -3.762
C 0.001 -2.424 -2.730
C 1.453 -4.173 -3.508
C -2.254 5.323 -4.295
C -2.966 3.129 -5.058
C -2.814 1.100 2.871
C -1.382 -2.300 5.394
C -1.924 -2.532 2.715
C 2.298 0.699 3.994
C -2.071 0.520 1.867
C 0.224 -2.803 -1.392
C -1.563 3.342 -3.099
C 3.123 -0.766 -2.622
C -1.562 4.743 -3.269
C -0.086 0.704 3.078
C 4.276 -0.994 -0.543
C 0.152 3.245 -1.322
C 1.979 -0.487 -1.907
C 0.493 2.299 -0.398
C -2.273 2.555 -4.030
C -3.696 5.131 -6.254
C -0.608 -2.302 3.151
C 3.621 0.406 3.692
C 1.626 -4.610 -2.201
C 4.291 -1.093 -1.907
C 3.974 -0.072 2.444
C 1.315 0.493 2.998
C -2.665 -2.594 4.960
C 2.954 -0.249 1.478
C 1.026 -3.940 -1.157
B -0.638 -2.271 0.933
H 4.999 -0.284 2.192
H 0.579 4.203 -1.524
H -3.965 -2.908 3.270
H -2.528 0.182 0.947
H -2.700 1.919 4.867
H 2.246 -5.477 -2.002
H -3.867 1.282 2.737
H 1.059 -0.236 -2.412
H 0.662 -1.899 4.831
H 1.266 2.332 0.343
H 3.113 -0.755 -3.700
H 1.183 -4.255 -0.132
H 4.388 0.557 4.440
H -0.259 1.546 5.046
H 0.489 -2.753 -4.784
H -1.202 -2.164 6.451
H -0.664 -1.592 -2.910
H -1.966 0.879 -1.803
H -2.242 1.480 -3.935
H 2.023 1.074 4.965
H 1.954 -4.674 -4.323
H -1.026 5.366 -2.569
H -3.466 -2.719 5.677
H -2.251 6.398 -4.419
H 5.186 -1.378 -2.441
H -3.498 2.511 -5.769
H 5.166 -1.192 0.035
*
```

frontier orbital gap (alpha / beta)	2.99 / 5.47	eV
E	-3248.6358	Eh
relative energy (zero: lowest compared OMol25 entry of this formula, charge and spin)	1.784	eV

4.
Below is a structure of composition C38H74CdN4OS3Si4 at a distorted geometry, with properties calculated with ωB97M-V/def2-TZVPD.

Geometry as ORCA input:
```
! RIJCOSX wB97M-V def2-TZVPD def2/J DEFGRID3
* xyz -2 1
Cd -1.218 -0.506 -0.442
S -3.933 -1.343 -0.158
S 2.477 -3.547 0.357
S -1.582 1.557 1.154
Si -0.478 4.435 -1.236
Si -0.912 -1.913 -2.898
Si 1.020 5.092 1.499
Si 2.194 2.847 -0.486
O 1.625 1.273 -0.662
N -2.009 -2.634 1.936
N 0.049 -0.692 2.498
N 4.818 -2.360 0.660
N 4.232 -3.902 2.335
C -0.308 6.204 -2.001
C 3.663 2.721 0.754
C -3.409 -2.777 2.178
C 3.175 3.191 -2.115
C -1.495 1.165 2.832
C -0.722 0.123 3.384
C -0.587 6.006 1.996
C -0.141 -1.416 -5.736
C -5.246 -3.653 3.511
C -2.318 4.402 -0.688
C -1.567 -3.526 0.877
C -0.723 -0.075 4.759
C -2.241 1.746 5.067
C 5.662 -1.557 1.522
C -1.432 0.372 -4.624
C 2.500 0.199 -0.854
C -2.860 -3.975 -2.388
C -1.791 -4.201 -4.591
C 0.933 -0.048 -3.991
C -4.343 -2.228 1.265
C -6.161 -3.138 2.608
C 3.891 -3.237 1.160
C -3.890 -3.469 3.281
C -5.708 -2.436 1.513
C -0.381 -0.715 -4.397
C 1.539 4.262 3.152
C -2.312 -3.181 -3.573
C -0.487 3.192 -2.679
C -1.485 0.715 5.604
C -3.503 -2.450 -4.195
C 0.626 -3.098 -2.760
C 2.292 6.528 1.240
C 0.896 4.067 -0.037
C -2.234 1.972 3.709
C -1.164 -2.742 3.107
C 1.331 -0.071 2.211
C 0.197 -2.074 2.901
C 5.418 -4.748 2.316
H 0.277 -0.714 -6.465
H 1.895 -0.717 1.538
H 1.929 -0.732 -0.793
H 3.415 2.110 1.619
H 2.984 0.256 -1.836
H 0.390 3.258 -3.314
H -2.068 -4.528 -1.882
H -1.488 0.525 6.671
H -3.614 -4.695 -2.727
H -3.898 -1.708 -3.504
H 1.208 0.743 -4.694
H 1.718 4.995 3.940
H 5.766 -2.051 2.485
H -0.427 6.709 2.813
H 0.748 -2.588 2.109
H -1.367 3.292 -3.310
H 4.552 2.292 0.289
H -2.682 3.378 -0.687
H 6.647 -1.448 1.064
H -6.407 -2.009 0.807
H -2.265 -3.449 0.051
H -1.706 0.853 -3.687
H -1.671 -2.248 3.938
H 0.561 -2.242 -5.630
H 3.259 6.125 0.946
H 3.927 3.711 1.112
H -2.956 4.989 -1.350
H -3.229 -1.959 -5.127
H 0.923 -3.535 -3.713
H 0.853 0.399 -3.003
H -0.122 -0.866 5.194
H 2.531 3.107 -2.986
H 0.793 -2.197 3.829
H -2.440 4.785 0.319
H 2.446 3.678 3.039
H -0.964 -4.772 -4.175
H -1.454 -3.726 -5.507
H -7.224 -3.290 2.757
H 1.743 -0.777 -3.979
H 3.420 -4.414 2.661
H 5.738 -4.945 3.342
H 6.217 -4.235 1.785
H -1.070 -1.794 -6.158
H 0.447 -3.911 -2.060
H -0.502 2.196 -2.237
H 0.684 6.362 -2.415
H -4.301 -3.164 -4.421
H 5.240 -0.562 1.687
H -5.582 -4.197 4.386
H -2.820 2.775 3.284
H -3.190 -3.894 3.988
H 1.953 7.172 0.432
H -1.031 6.397 -2.792
H -0.568 -3.247 0.528
H -2.587 -4.904 -4.855
H 4.466 -1.878 -0.158
H -0.979 -3.802 3.376
H 1.481 -2.544 -2.383
H 3.591 4.195 -2.101
H 3.283 0.193 -0.084
H -1.000 6.559 1.159
H 2.441 7.147 2.124
H 1.170 0.891 1.727
H -2.847 2.368 5.714
H -1.536 -4.577 1.219
H 1.930 0.087 3.127
H 5.242 -5.705 1.812
H -2.336 -0.050 -5.059
H -1.058 1.137 -5.311
H -0.461 6.955 -1.230
H 4.002 2.494 -2.251
H -3.339 -3.297 -1.683
H 0.757 3.591 3.496
H -1.334 5.287 2.319
*
```

frontier orbital gap	4.71	eV
E	-4307.0556	Eh

5.
Below is a structure of composition C32H44BrMnN3P2S at a distorted geometry, with properties calculated with ωB97M-V/def2-TZVPD.

Geometry as ORCA input:
```
! RIJCOSX wB97M-V def2-TZVPD def2/J DEFGRID3
* xyz 2 6
Br -1.192 -2.184 -0.147
Mn -0.249 0.046 -0.187
S -3.860 2.042 1.928
P -2.586 -3.374 -4.202
P 1.914 -0.964 -0.998
N -1.615 1.051 1.048
N -3.522 0.611 -0.307
N -1.056 7.810 -8.448
C -3.113 -3.217 -2.463
C -1.223 6.519 -8.715
C 2.353 -2.619 -0.318
C -0.791 5.948 -6.410
C -1.190 1.012 -2.669
C -0.552 4.142 -4.479
C -1.325 2.045 -3.585
C 2.803 -0.505 -3.694
C 1.765 -1.198 -2.820
C -2.921 1.164 0.768
C -2.440 2.111 2.967
C -2.847 -1.689 -4.901
C 0.573 3.230 -2.550
C -0.435 3.128 -3.524
C -1.097 5.540 -7.721
C -3.096 -1.753 -6.413
C -0.044 1.823 4.345
C -0.293 -4.961 -4.307
C -4.522 -3.726 -2.184
C -0.751 -3.511 -4.110
C -0.613 7.319 -6.157
C -2.402 2.450 4.316
C -0.080 1.501 2.981
C 3.308 -3.493 -1.125
C 3.340 0.138 -0.651
C -0.665 4.982 -5.351
C 0.691 2.222 -1.609
C 4.733 -0.480 -0.730
C -1.193 2.283 5.012
C -0.759 8.220 -7.219
C -1.303 1.618 2.301
C -0.162 1.121 -1.743
H 1.754 -2.279 -3.019
H 2.813 0.583 -3.543
H -5.275 -3.014 -2.543
H 0.775 -4.989 -4.555
H -0.845 -5.442 -5.127
H -4.686 -4.696 -2.670
H 3.170 0.519 0.370
H 0.765 -0.826 -3.088
H -4.521 0.768 -0.387
H 5.479 0.306 -0.555
H -3.523 -0.807 -6.763
H 2.555 -0.682 -4.749
H -2.165 -1.925 -6.966
H -2.100 2.035 -4.354
H -3.799 -2.556 -6.666
H -1.236 4.490 -7.963
H 2.763 -2.435 0.688
H 3.818 -0.892 -3.533
H -1.465 6.227 -9.740
H -1.155 2.512 6.077
H -4.659 -3.853 -1.102
H 4.887 -1.248 0.037
H -3.722 -1.267 -4.386
H 0.809 1.143 2.451
H 2.877 -3.817 -2.080
H -0.629 9.292 -7.047
H -3.310 2.813 4.789
H -0.346 -2.865 -4.904
H 1.390 -3.135 -0.177
H 1.237 4.100 -2.558
H 1.420 2.301 -0.798
H 3.261 1.003 -1.324
H -3.011 -2.157 -2.200
H 0.888 1.719 4.910
H 3.523 -4.402 -0.549
H -2.380 -3.783 -1.873
H -3.121 -0.231 -0.717
H 4.270 -3.004 -1.323
H -1.969 -1.070 -4.669
H -0.367 7.677 -5.161
H -0.445 -5.556 -3.397
H -0.433 -3.116 -3.135
H -1.863 0.155 -2.691
H 4.956 -0.916 -1.712
*
```

frontier orbital gap (alpha / beta)	6.15 / 3.73	eV
E	-6215.3534	Eh
relative energy (zero: lowest compared OMol25 entry of this formula, charge and spin)	0.000	eV